{"formula": "C16H35BF2O4OsS2Si", "method": "ωB97M-V/def2-TZVPD", "fmax_ha_per_bohr": 0.015, "lumo_ha": [-0.315, -0.302], "total_energy_ha": -2332.41234, "homo_energy_ev": [-15.675, -15.580], "charge": 2, "homo_lumo_gap_ev": [7.104, 7.363], "species": ["Os", "C", "C", "C", "C", "O", "Si", "S", "O", "C", "C", "C", "C", "O", "C", "C", "C", "C", "H", "H", "H", "H", "H", "H", "H", "H", "H", "H", "H", "H", "H", "H", "H", "H", "H", "H", "H", "H", "H", "H", "H", "H", "H", "H", "H", "F", "B", "F", "O", "S", "C", "C", "C", "C", "H", "H", "H", "H", "H", "H", "H", "H"], "positions_angstrom": [[0.012, 0.909, -1.475], [-0.810, 2.906, 0.648], [-1.317, 1.630, 1.286], [-0.672, 1.350, 2.626], [-2.826, 1.569, 1.322], [-0.802, 0.520, 0.358], [-1.046, -1.171, 0.342], [-0.717, -1.103, -1.846], [-2.548, -1.474, 0.700], [-3.301, -2.714, 1.038], [-4.749, -2.388, 0.739], [-3.062, -2.982, 2.510], [-2.776, -3.831, 0.155], [0.056, -1.946, 1.164], [1.488, -2.223, 1.237], [1.779, -3.376, 0.293], [2.248, -0.967, 0.836], [1.761, -2.594, 2.681], [-1.016, 3.744, 1.314], [-1.323, 3.122, -0.294], [0.277, 2.882, 0.509], [-1.028, 2.084, 3.350], [0.414, 1.418, 2.569], [-0.951, 0.362, 2.997], [-3.187, 2.469, 1.822], [-3.182, 0.704, 1.875], [-3.249, 1.545, 0.317], [-5.080, -1.531, 1.324], [-5.376, -3.241, 0.999], [-4.889, -2.171, -0.320], [-3.447, -2.164, 3.120], [-1.999, -3.114, 2.715], [-3.579, -3.895, 2.805], [-2.860, -3.562, -0.900], [-3.369, -4.732, 0.309], [-1.738, -4.072, 0.394], [1.504, -3.127, -0.734], [1.228, -4.265, 0.597], [2.843, -3.613, 0.310], [1.985, -0.669, -0.188], [3.320, -1.163, 0.846], [2.043, -0.145, 1.523], [1.152, -3.449, 2.972], [1.536, -1.760, 3.346], [2.810, -2.863, 2.807], [-1.213, 1.838, -3.964], [-1.546, 1.492, -2.740], [-2.792, 1.540, -2.341], [1.482, 1.939, -2.195], [2.787, 1.680, -3.075], [4.132, 2.302, -2.021], [4.658, 3.578, -2.688], [3.462, 4.241, -3.362], [2.780, 3.128, -4.148], [4.861, 1.504, -1.899], [3.647, 2.501, -1.064], [5.419, 3.324, -3.427], [5.126, 4.216, -1.940], [3.757, 5.046, -4.032], [2.775, 4.656, -2.622], [3.361, 2.816, -5.020], [1.749, 3.292, -4.459]], "mulliken_charge": [1.70, -1.93, 1.63, -1.40, -1.45, -0.05, -0.57, -0.46, -0.02, 1.47, -1.65, -1.43, -1.46, 0.08, 1.61, -1.58, -1.13, -1.72, 0.47, 0.42, 0.39, 0.49, 0.30, 0.30, 0.53, 0.28, 0.27, 0.34, 0.45, 0.37, 0.34, 0.17, 0.50, 0.35, 0.52, 0.21, 0.31, 0.37, 0.48, -0.03, 0.61, 0.17, 0.39, 0.39, 0.43, -0.16, 0.32, -0.17, -0.30, 0.29, -0.50, -0.68, -0.53, -0.70, 0.47, 0.27, 0.35, 0.34, 0.41, 0.26, 0.48, 0.40]}



{"formula": "C42H34N10O2ReSe", "method": "ωB97M-V/def2-TZVPD", "fmax_ha_per_bohr": 0.062, "multiplicity": 4, "lumo_ha": [-0.405, -0.451], "total_energy_ha": -4797.26364, "homo_energy_ev": [-18.170, -18.174], "s_squared": 3.770, "charge": 4, "homo_lumo_gap_ev": [7.149, 5.911], "species": ["Re", "C", "N", "C", "C", "N", "C", "C", "C", "C", "C", "C", "N", "C", "N", "C", "C", "C", "C", "C", "C", "N", "H", "H", "H", "H", "H", "H", "H", "H", "H", "H", "H", "H", "H", "H", "H", "Se", "N", "C", "C", "C", "C", "C", "N", "C", "C", "N", "C", "C", "C", "C", "C", "N", "H", "H", "H", "H", "H", "H", "C", "O", "C", "C", "C", "C", "C", "C", "N", "C", "C", "C", "C", "C", "C", "C", "O", "H", "H", "H", "H", "H", "H", "H", "H", "H", "H", "H", "H", "H"], "positions_angstrom": [[-9.669, -16.988, -6.773], [-11.490, -19.028, -5.677], [-10.012, -18.808, -5.376], [-9.178, -19.988, -5.813], [-8.214, -19.464, -6.891], [-8.021, -18.164, -7.194], [-6.934, -18.088, -8.145], [-6.291, -17.038, -8.769], [-5.174, -17.355, -9.532], [-4.734, -18.683, -9.775], [-5.359, -19.687, -9.111], [-6.481, -19.415, -8.361], [-7.330, -20.231, -7.574], [-11.678, -18.973, -7.104], [-10.684, -18.494, -7.864], [-10.922, -18.893, -9.165], [-9.564, -18.484, -11.404], [-10.445, -19.384, -12.397], [-12.918, -19.569, -11.601], [-13.041, -19.906, -10.274], [-12.119, -19.551, -9.173], [-12.560, -19.586, -7.855], [-11.923, -18.269, -5.074], [-11.689, -20.024, -5.284], [-9.852, -18.671, -4.371], [-9.836, -20.804, -6.118], [-8.568, -20.328, -4.993], [-6.542, -15.997, -8.604], [-4.575, -16.520, -10.001], [-3.909, -18.930, -10.395], [-5.097, -20.727, -9.208], [-7.169, -21.206, -7.434], [-8.532, -18.544, -11.750], [-10.090, -19.273, -13.424], [-13.730, -19.993, -12.170], [-13.888, -20.525, -10.019], [-13.385, -20.006, -7.543], [-10.523, -11.693, -1.180], [-9.115, -12.470, -1.945], [-9.639, -13.269, -2.870], [-8.738, -14.127, -3.677], [-7.318, -14.060, -3.566], [-6.593, -14.947, -4.329], [-7.259, -15.875, -5.163], [-8.617, -15.838, -5.389], [-9.335, -15.021, -4.605], [-10.736, -15.025, -4.798], [-11.180, -15.893, -5.798], [-12.423, -15.826, -6.176], [-13.362, -15.008, -5.571], [-12.985, -14.142, -4.576], [-11.611, -14.095, -4.173], [-11.033, -13.285, -3.066], [-11.719, -12.492, -2.271], [-6.804, -13.339, -2.923], [-5.553, -15.022, -4.127], [-6.668, -16.567, -5.796], [-12.693, -16.487, -6.976], [-14.424, -15.019, -5.840], [-13.655, -13.441, -4.153], [-13.645, -16.632, -12.572], [-12.385, -16.316, -12.061], [-11.550, -17.336, -11.924], [-11.866, -18.784, -12.369], [-10.285, -20.761, -11.792], [-9.820, -20.681, -10.562], [-9.713, -19.192, -10.057], [-10.269, -17.179, -11.484], [-9.584, -15.934, -11.717], [-9.700, -14.765, -11.177], [-10.405, -14.360, -9.943], [-11.247, -13.270, -10.118], [-11.745, -12.495, -9.116], [-11.261, -12.686, -7.853], [-10.404, -13.798, -7.662], [-10.031, -14.683, -8.655], [-9.303, -15.748, -8.302], [-14.214, -15.732, -12.463], [-14.098, -17.521, -12.024], [-13.627, -16.774, -13.652], [-12.312, -18.717, -13.358], [-10.383, -21.706, -12.294], [-9.470, -21.606, -10.043], [-8.846, -18.989, -9.381], [-8.905, -16.015, -12.509], [-9.218, -13.969, -11.696], [-11.454, -12.972, -11.144], [-12.406, -11.642, -9.386], [-11.541, -11.958, -7.054], [-9.927, -14.022, -6.698]], "lowdin_spin": [2.41, 0.01, 0.00, 0.01, 0.02, 0.03, 0.01, 0.00, 0.00, 0.00, 0.00, 0.00, 0.02, 0.02, 0.03, 0.00, 0.00, 0.00, 0.01, 0.00, 0.01, 0.01, 0.00, 0.00, 0.00, 0.00, 0.00, 0.00, 0.00, 0.00, 0.00, 0.00, 0.00, 0.00, 0.00, 0.00, 0.00, 0.00, 0.00, 0.00, 0.00, 0.03, 0.00, 0.03, 0.01, 0.01, 0.01, 0.03, 0.03, 0.00, 0.03, 0.00, 0.00, 0.00, 0.00, 0.00, 0.00, 0.00, 0.00, 0.00, 0.00, 0.00, 0.00, 0.00, 0.00, 0.00, 0.00, 0.00, 0.00, 0.00, 0.01, 0.00, 0.01, 0.00, 0.01, 0.01, 0.19, 0.00, 0.00, 0.00, 0.00, 0.00, 0.00, 0.00, 0.00, 0.00, 0.00, 0.00, 0.00, 0.00]}



{"formula": "C15H29BrO6PdS", "method": "ωB97M-V/def2-TZVPD", "fmax_ha_per_bohr": 0.041, "lumo_ha": -0.477, "total_energy_ha": -4139.55021, "homo_energy_ev": -14.757, "charge": 2, "homo_lumo_gap_ev": 1.771, "species": ["C", "O", "C", "C", "C", "C", "C", "C", "C", "C", "C", "Br", "O", "S", "O", "O", "O", "C", "C", "C", "C", "C", "O", "H", "H", "H", "H", "H", "H", "H", "H", "H", "H", "H", "H", "H", "H", "H", "H", "H", "H", "H", "H", "H", "H", "H", "H", "H", "H", "H", "H", "H", "Pd"], "positions_angstrom": [[2.746, -2.873, 0.300], [3.404, -2.241, 1.363], [4.207, -1.144, 1.057], [3.533, 0.218, 1.362], [2.194, 0.460, 0.650], [2.195, 1.787, -0.144], [0.915, 2.625, -0.039], [-0.409, 1.981, -0.491], [-0.375, 1.699, -1.994], [0.040, 0.261, -2.375], [1.383, 0.180, -3.146], [-1.330, -0.496, -3.578], [-1.404, 3.057, -0.294], [-1.843, 3.129, 1.221], [-3.228, 3.379, 1.330], [-0.982, 3.902, 2.033], [-1.473, 1.576, 1.563], [-1.032, 0.902, 0.386], [-2.348, 0.290, -0.219], [-2.356, -1.250, -0.339], [-3.559, -1.914, 0.329], [-3.317, -2.915, 1.483], [-3.597, -2.189, 2.745], [2.790, -3.953, 0.430], [3.147, -2.603, -0.674], [1.681, -2.604, 0.344], [4.595, -1.171, 0.038], [5.072, -1.192, 1.723], [4.276, 0.979, 1.136], [3.370, 0.256, 2.436], [1.444, 0.570, 1.432], [1.910, -0.352, -0.018], [2.975, 2.403, 0.301], [2.510, 1.639, -1.174], [1.044, 3.475, -0.707], [0.856, 3.030, 0.966], [0.260, 2.403, -2.519], [-1.382, 1.866, -2.364], [0.125, -0.395, -1.516], [1.788, 1.179, -3.264], [2.105, -0.366, -2.542], [1.285, -0.311, -4.104], [-0.416, 0.055, 0.659], [-2.565, 0.722, -1.190], [-3.174, 0.576, 0.427], [-1.435, -1.718, 0.008], [-2.448, -1.489, -1.403], [-4.150, -2.444, -0.415], [-4.224, -1.135, 0.810], [-2.329, -3.365, 1.487], [-4.068, -3.698, 1.438], [-3.021, -1.401, 2.761], [-5.385, -1.381, 2.293]], "mulliken_charge": [-0.37, -0.29, -0.57, -0.83, 0.88, -0.82, -1.64, 1.50, -2.21, 0.95, -1.11, -0.07, -0.49, 1.23, -0.62, -0.55, -0.53, 0.56, -1.39, -0.22, -0.25, -0.17, -0.64, 0.30, 0.34, -0.01, 0.36, 0.41, 0.41, 0.35, 0.05, -0.41, 0.73, 0.20, 0.35, 0.44, 0.64, 0.74, -0.29, 0.34, 0.20, 0.42, 0.47, 0.40, 0.68, 0.17, 0.05, 0.36, 0.00, 0.38, 0.33, 0.46, 0.77]}



Which formula does entry 2 have?
C42H34N10O2ReSe



Number 3 is which compound?
C15H29BrO6PdS



Number 3 is which compound?
C15H29BrO6PdS